This record from the OMol25 dataset describes the molecule C3H4N4OS at a distorted geometry. The level of theory is ωB97M-V/def2-TZVPD.

Summary:
Orbital gap in eV: 9.64
Lowest unoccupied orbital energy in hartree: -0.0166
Strongest force on any atom in eV/A: 3.491
Charge: 0
Structure (SMILES): CC(=O)c1nnnn1S

```
13
Properties=species:S:1:pos:R:3:mulliken_charge:R:1
C 0.1278 0.4546 -0.3079 0.7925
C 0.1660 0.1390 1.1376 0.3136
C -0.0933 -0.5422 -1.3494 -1.0731
N 0.2760 1.1839 2.1300 0.4582
N 0.1325 -1.0009 1.8311 -0.2457
N 0.2929 0.5889 3.2550 -0.2496
N 0.2964 -0.6834 3.1091 -0.4822
O 0.2476 1.6512 -0.5211 -0.5420
S 0.2144 2.9546 2.1543 -0.0412
H 0.3401 -0.2056 -2.3212 0.3349
H -1.2415 -0.5426 -1.5920 0.2488
H 0.1925 -1.5535 -1.0219 0.3392
H -0.9884 3.0907 1.7762 0.1466
```

***

This record from the OMol25 dataset describes the molecule C3H4N4OS at a distorted geometry. The level of theory is ωB97M-V/def2-TZVPD.

Summary:
Orbital gap (spin up / spin down) in eV: 7.72 / 7.72
Lowest unoccupied orbital energy (spin up / spin down) in hartree: -0.0247 / -0.0247
Strongest force on any atom in eV/A: 2.677
Charge: 0

```
13
Properties=species:S:1:pos:R:3:mulliken_charge:R:1
C -0.9927 0.4929 -0.1546 0.5072
C -1.0042 -0.9481 -0.2476 0.6017
C -0.1952 1.5299 -0.4498 -1.0558
N -0.1059 -1.8686 -0.1366 -0.3805
N 1.1281 -1.5445 0.0030 -0.2313
N 2.9607 -0.1209 0.7274 -0.5082
N -2.3712 -0.9436 0.0973 -0.2527
O -2.2671 0.4633 0.4062 -0.3013
S 1.8233 -0.1478 -0.3087 0.3287
H 0.5298 1.5172 -1.2327 0.4387
H -0.4869 2.5073 -0.0963 0.2791
H 3.6647 0.5721 0.5106 0.2774
H -2.6833 -1.5090 0.8817 0.2970
```

***

This record from the OMol25 dataset describes the molecule C3H4N4S at a distorted geometry. The level of theory is ωB97M-V/def2-TZVPD.

Summary:
Orbital gap in eV: 8.80
Lowest unoccupied orbital energy in hartree: 0.0118
Strongest force on any atom in eV/A: 7.133
Charge: 0
Structure (SMILES): S=CNc1c[nH]nn1

```
12
Properties=species:S:1:pos:R:3:mulliken_charge:R:1
C -1.8143 -1.3456 -0.1373 -0.0750
C 0.0939 0.0715 0.1034 0.2878
C 1.2370 0.6494 0.5303 -0.3049
H -1.8316 -0.8593 -1.1057 0.3818
H -0.4144 -1.2842 1.5942 0.1870
H 2.0307 0.3624 1.2723 0.3018
H 2.0214 2.5699 -0.2269 0.3553
N -0.7324 -0.9416 0.7195 -0.1443
N 1.5544 1.4852 -0.3893 0.1494
N 0.6784 1.3966 -1.3881 -0.6935
N -0.2449 0.5167 -1.1530 -0.0705
S -2.5782 -2.6209 0.1805 -0.3750
```

***

Number 2 is which compound? C3H4N4OS